64
Properties=species:S:1:pos:R:3:forces:R:3:lowdin_spin:R:1 method="wB97M-V/def2-TZVPD" homo_ev="-8.08 / -7.97" multiplicity=2 e_above_lowest_kj_mol=126.4 max_force_ev_per_a=1.85 lumo_energy_ev="-0.8 / -0.6" total_charge=0
C 1.0965 -0.4849 2.4154 0.0808 0.0507 0.1979 -0.005
C -1.9328 -1.9941 1.6242 -0.0653 0.1376 0.0796 0.002
C -0.6207 -2.0919 3.4427 -0.1164 -0.1525 0.0966 0.005
C -1.8706 -2.9280 -3.4147 -0.1920 -0.1147 -0.1750 0.004
C 6.0770 -1.6390 0.8914 -0.0230 0.0124 -0.0126 0.000
C -1.4303 -1.6472 -3.7202 -0.0786 0.0270 0.0029 -0.002
H -3.0119 0.2256 1.9532 -0.0527 -0.0468 0.0198 0.000
Ru -0.1272 -0.0234 -0.1337 -0.1180 1.6611 0.7992 0.914
H -0.2784 3.2666 2.8464 -0.0058 -0.0048 0.0117 0.000
H 0.4016 3.1808 -1.7764 0.0459 -0.0340 0.0077 0.000
H -2.7301 -2.1068 0.9054 0.0469 -0.0368 -0.0186 0.000
N 1.6264 0.7893 -2.5811 -0.1944 0.3888 0.6134 0.003
H -3.0868 3.1196 -1.1106 -0.0396 0.0331 0.0079 0.000
H -2.4935 -3.2864 3.3306 0.0083 0.0312 -0.0141 0.001
C 4.9667 -1.8589 0.0831 0.0289 -0.0107 0.0338 0.000
H 4.9111 0.9887 2.6783 -0.0005 -0.0185 -0.0229 0.000
O 1.2279 0.9774 -1.3073 -0.2367 -0.1243 -0.0775 0.085
C -1.8059 -2.5846 2.8854 0.0496 0.0552 0.0339 0.009
H -3.2091 0.1936 -1.9676 -0.0048 -0.0164 -0.0266 0.000
C 6.0549 -0.6155 1.8260 -0.0519 0.0211 0.0069 0.000
C -3.3538 0.9657 -1.2135 -0.0074 -0.2410 0.0742 0.001
H -2.5912 2.4388 2.6526 -0.0308 0.0118 0.0353 0.000
N -0.9053 -1.1608 1.3892 -0.1025 -0.4471 -0.3847 0.002
H 4.9785 -2.6597 -0.6467 -0.0070 0.0321 0.0229 0.000
H 2.9873 -1.2243 -0.4316 -0.1201 0.0069 -0.1292 0.000
H 1.7941 -0.4670 3.2514 0.0259 0.0821 -0.0348 -0.001
C -2.6471 -3.6741 -4.3812 0.1594 0.1197 0.1665 0.000
H 6.9109 -0.4424 2.4667 -0.0187 -0.0053 -0.0159 0.000
N 1.3473 0.1738 1.3306 0.1430 -0.6447 -0.6056 -0.004
O -1.3219 2.1536 -1.5220 -0.1632 0.1617 -0.3042 0.002
H -0.8028 3.4553 -3.0541 -0.0135 0.0174 -0.0153 0.000
H -2.7120 3.1111 1.0231 0.0282 0.0233 -0.0515 0.000
C -0.2346 3.1060 1.7643 -0.0253 -0.0411 -0.0398 0.001
H -1.6263 -1.2333 -4.7013 0.0156 0.0102 0.0162 0.000
O -1.0231 1.9936 1.3857 0.1528 -0.1119 0.1937 0.007
C -3.1859 0.9950 1.2051 0.1574 -0.1061 -0.0304 0.000
H -0.1884 -2.3338 4.4027 -0.0400 0.0077 -0.0591 0.000
C -0.0877 -1.2268 2.4926 -0.0879 -0.0202 0.0933 0.007
C 3.8214 -0.0157 1.1259 -0.0187 0.0420 0.1059 0.000
H 2.5641 1.5503 0.3774 0.0063 0.0509 -0.0159 0.000
C 3.8435 -1.0553 0.2001 0.1038 0.0065 0.1007 0.000
H -4.2533 1.2324 1.1813 -0.0439 0.0105 0.0073 0.000
O -2.7853 0.4145 -0.0286 -0.0565 0.2395 -0.2773 0.014
H 6.9555 -2.2646 0.7936 -0.0272 -0.0004 0.0001 0.000
N -3.2876 -4.2535 -5.1402 0.0478 0.0145 0.0273 0.002
H -1.0270 4.2041 -1.4509 -0.0085 0.0026 -0.0133 0.000
H -0.6871 -3.1838 -0.2634 0.0331 -0.0011 0.0363 0.000
C -0.5070 -1.4267 -1.4941 0.5334 -0.3218 0.5025 -0.039
C 2.6221 0.9014 1.2474 0.0599 -0.2669 -0.2064 0.000
C -0.7444 -0.9050 -2.7651 -0.1440 -0.0124 -0.1140 -0.002
C -0.6543 3.3175 -1.9787 -0.0385 -0.0839 0.0479 0.000
H -1.9226 -4.4850 -1.9350 0.0223 0.0046 -0.0149 0.000
H -0.5780 4.0150 1.2595 0.0060 0.0013 -0.0281 0.000
C -1.5881 -3.4812 -2.1643 -0.0094 -0.0328 0.0344 -0.003
H -0.4086 0.0886 -3.0228 -0.0923 -0.0108 -0.0356 0.000
H -2.9802 2.4189 -2.7294 -0.0576 0.0096 -0.0342 0.000
C -0.9031 -2.7378 -1.2219 0.0865 -0.2221 -0.1960 -0.003
C -2.4002 2.2284 1.5932 0.0786 0.1362 -0.1575 0.000
C -2.7137 2.2567 -1.6772 0.0998 0.1327 0.1466 0.000
H -4.4269 1.1301 -1.0793 -0.0637 -0.0702 0.0065 0.000
O 2.4956 -0.0062 -2.6673 0.3815 -0.3884 -0.4018 -0.001
H 2.7451 1.5153 2.1417 -0.0891 0.0632 0.0470 0.000
H 0.7907 2.9007 1.4689 -0.0018 -0.0026 -0.0088 0.000
C 4.9266 0.1887 1.9449 0.0453 -0.0145 -0.0543 0.000



4
Properties=species:S:1:pos:R:3:forces:R:3:nbo_charge:R:1 method="wB97M-V/def2-TZVPD" homo_ev=-11.00 e_above_lowest_kj_mol=15.5 max_force_ev_per_a=2.52 lumo_energy_ev=0.0 total_charge=0 smiles="O=NO"
H -0.8250 -0.5612 0.1235 -1.1899 -2.1735 -0.4637 0.449
O 1.0579 -0.3173 -0.5729 -0.7953 -0.2330 0.3005 -0.295
N 0.5523 0.5529 0.0252 0.3097 1.4805 0.3404 0.377
O -0.7852 0.3256 0.4242 1.6755 0.9260 -0.1772 -0.531